Molecular formula: C39H74BCl21O7
Method: DFT, ωB97M-V/def2-TZVPD

Geometry as XYZ:
```
142
Properties=species:S:1:pos:R:3:forces:R:3:lowdin_charge:R:1
C 3.976 2.558 -2.491 -0.5064 -0.2676 0.0483 -0.036
C 4.042 3.958 -3.025 0.3877 0.0729 0.4329 -0.517
O 4.659 4.824 -2.479 0.1137 0.1353 -0.2643 0.142
O 3.353 4.213 -4.189 -0.2791 0.2464 0.1613 -0.036
C 1.944 4.226 -3.921 -0.6319 -0.8341 -0.1544 -0.189
C 1.132 4.525 -5.163 -0.0003 0.5641 0.2158 -0.212
C -0.317 4.916 -4.836 -0.1190 -0.5441 -0.4223 -0.188
C -1.186 3.696 -4.475 0.7386 -0.2109 0.2728 -0.163
C -0.963 3.196 -3.020 -0.3684 0.3684 -0.9239 -0.137
C -2.194 2.887 -2.182 -0.3088 0.0113 1.2224 -0.158
C -1.652 2.287 -0.840 -0.1227 0.2233 -0.2657 -0.159
C -2.378 1.032 -0.347 0.4875 -0.5235 -0.4922 -0.190
C -1.497 -0.061 0.291 -0.0324 0.6411 0.7598 -0.729
C -0.233 0.434 0.972 0.3451 -0.6881 -0.0110 -0.128
Cl -1.032 -1.369 -0.865 -0.1209 0.1685 -0.1563 0.586
C -1.619 3.491 0.105 -0.2504 -0.2975 -0.2536 -0.440
O -1.257 3.522 1.252 -0.0437 0.0338 -0.1730 0.126
O -2.046 4.568 -0.572 0.0353 0.1554 0.4908 0.058
C -2.970 4.117 -1.637 1.2627 0.5921 0.6463 -0.345
C -4.249 3.732 -0.900 -0.9102 0.0818 -0.8404 -0.095
C -5.098 4.857 -0.297 0.5254 -0.1974 0.7026 -0.156
C -4.499 5.521 0.976 -0.7856 0.3152 -0.2705 -0.163
C -4.323 7.033 0.849 0.1488 0.0853 0.4599 -0.254
O -2.993 7.401 0.481 -0.0393 -0.1094 -0.1752 -0.061
C -3.083 5.344 -2.522 -0.7743 -0.1399 -0.0327 0.025
B -4.162 5.299 -3.664 0.0942 0.2281 -0.3053 -0.658
O -5.151 4.321 -3.785 0.4495 -0.2245 0.0456 0.138
O -4.108 6.298 -4.617 0.3089 -0.5777 -0.0257 0.162
H 4.020 2.575 -1.406 0.2057 0.1357 -0.0028 0.071
H 4.793 1.938 -2.859 0.0897 0.1437 -0.0934 0.086
H 3.048 2.059 -2.762 0.0898 -0.0444 -0.1568 0.048
H 1.673 4.923 -3.121 0.4235 0.2589 -0.0547 0.139
H 1.661 3.232 -3.564 -0.0143 0.0261 0.0849 0.102
H 1.611 5.350 -5.697 0.0045 0.0312 0.0492 0.111
H 1.133 3.683 -5.850 -0.0204 -0.0026 0.2338 0.034
H -0.329 5.659 -4.035 -0.0989 0.1360 -0.1085 0.109
H -0.725 5.350 -5.751 -0.0602 0.2533 0.1499 0.115
H -0.845 2.895 -5.137 -0.3025 -0.0404 -0.1287 0.114
H -2.239 3.857 -4.709 -0.0387 0.1266 0.1370 0.093
H -0.341 2.302 -3.082 -0.1186 -0.1165 0.1731 0.119
H -0.362 3.936 -2.484 -0.0993 0.0321 0.1291 0.121
H -2.935 2.229 -2.638 0.3387 -0.2139 -0.3166 0.148
H -0.589 2.091 -0.988 -0.0468 -0.3752 -0.0016 0.134
H -3.196 1.247 0.339 0.1135 0.1733 0.1294 0.096
H -2.841 0.583 -1.225 -0.1886 -0.0447 0.1091 0.054
H -2.095 -0.549 1.055 -0.0042 -0.2709 -0.1797 0.009
H -0.444 1.129 1.782 -0.1050 0.1961 -0.1751 0.081
H 0.279 -0.433 1.395 -0.0297 0.0375 0.0991 0.070
H 0.472 0.860 0.258 -0.0575 0.2087 0.0637 0.056
H -4.043 3.019 -0.102 0.1954 -0.0032 0.0009 0.113
H -4.889 3.206 -1.615 0.0823 -0.0921 -0.0038 0.123
H -5.370 5.649 -0.993 0.1071 -0.1861 -0.3033 0.060
H -6.039 4.390 0.000 -0.0673 0.0275 -0.1407 0.114
H -3.578 5.049 1.309 0.1518 0.1702 -0.1115 0.089
H -5.226 5.392 1.783 0.0602 -0.1181 0.0548 0.103
H -4.558 7.481 1.820 0.1836 0.0908 -0.0054 0.102
H -5.039 7.457 0.139 -0.0778 -0.1459 -0.0550 0.092
H -3.031 8.023 -0.249 0.0235 0.0628 0.0710 0.077
H -3.291 6.193 -1.865 0.0295 0.0337 0.0035 0.122
H -2.135 5.575 -3.001 0.0884 -0.0062 0.1149 0.106
H -5.034 3.719 -4.526 -0.2443 0.0329 -0.0357 0.113
H -4.500 5.963 -5.433 -0.3111 0.4413 0.0097 0.108
Cl -2.225 -2.948 2.412 0.0507 -0.0114 0.1179 0.560
C -1.488 -4.370 1.631 -0.0106 -0.0262 -0.1533 -0.648
C -0.697 -5.213 2.596 -0.0508 -0.0278 -0.0364 -0.687
Cl 0.787 -4.396 3.153 -0.0680 0.1039 -0.0044 0.522
H -0.871 -4.013 0.809 0.0180 0.0756 0.0443 0.049
H -2.307 -4.958 1.219 -0.0060 -0.0237 0.0412 0.075
H -0.383 -6.131 2.102 0.0132 0.0142 -0.0455 0.036
H -1.285 -5.475 3.472 0.0250 0.0607 0.0362 0.069
Cl 2.621 3.427 -7.724 0.3135 -0.1743 -0.5017 0.611
C 4.298 3.929 -7.378 0.0702 0.0800 0.0754 -0.635
C 5.278 3.362 -8.371 0.0471 0.0622 -0.0415 -0.664
Cl 5.450 1.594 -8.212 -0.0116 -0.0117 -0.0154 0.538
H 4.530 3.624 -6.362 -0.0559 -0.0424 0.0075 0.056
H 4.318 5.017 -7.423 -0.0085 -0.0013 -0.0387 0.081
H 6.262 3.794 -8.197 -0.0040 -0.0074 0.0488 0.073
H 4.980 3.577 -9.394 -0.0409 -0.0524 -0.0007 0.065
Cl -7.721 7.135 -1.365 -0.0881 0.0587 0.0034 0.584
C -7.749 6.596 -3.065 0.0435 -0.0523 -0.0112 -0.645
C -8.336 7.638 -3.981 0.0321 0.0159 -0.0778 -0.663
Cl -10.082 7.872 -3.707 0.0013 0.0161 0.0065 0.540
H -8.307 5.664 -3.108 -0.0430 0.0210 0.0358 0.076
H -6.721 6.396 -3.354 0.0251 0.0268 -0.0217 0.044
H -8.217 7.319 -5.015 -0.0116 -0.0374 0.0081 0.072
H -7.845 8.599 -3.854 -0.0326 0.0126 0.0552 0.070
Cl 5.845 -1.433 -2.921 -0.0120 0.0574 0.0064 0.538
C 5.404 -1.950 -1.269 0.0735 -0.0353 0.0090 -0.681
C 3.922 -1.848 -1.020 -0.0192 -0.1039 0.0316 -0.662
Cl 3.374 -0.151 -0.979 -0.0803 -0.1083 0.0500 0.604
H 5.968 -1.340 -0.568 -0.0213 0.0642 -0.0361 0.072
H 5.725 -2.983 -1.163 -0.0339 -0.0250 -0.0575 0.009
H 3.676 -2.283 -0.055 0.0235 0.0473 0.0303 0.026
H 3.351 -2.368 -1.785 0.0057 0.0679 -0.0541 0.074
Cl 7.353 -5.795 -1.021 0.0008 0.0355 0.0155 0.548
C 6.901 -6.311 0.627 0.0568 -0.0663 0.0131 -0.651
C 5.418 -6.216 0.864 0.2211 0.3397 -0.1012 -0.705
Cl 4.862 -4.516 0.897 -0.0376 -0.0920 0.0544 0.612
H 7.455 -5.697 1.332 -0.0123 0.0536 -0.0360 0.070
H 7.220 -7.346 0.738 -0.0380 -0.0156 -0.0340 0.073
H 5.172 -6.636 1.826 0.0165 0.0506 0.1492 0.002
H 4.855 -6.736 0.095 -0.0268 0.0660 -0.0432 0.048
Cl 4.037 -8.809 1.753 -0.1795 -0.4591 0.0955 0.620
C 3.555 -9.344 3.390 0.0381 -0.0477 0.0484 -0.656
C 2.062 -9.257 3.579 -0.1064 -0.0635 0.0362 -0.644
Cl 1.477 -7.568 3.604 0.1145 -0.2045 -0.1092 0.551
H 4.084 -8.729 4.115 -0.0365 -0.1482 -0.2654 -0.029
H 3.881 -10.377 3.502 -0.0341 -0.0129 -0.0578 0.076
H 1.784 -9.703 4.532 0.0712 0.0380 0.0397 0.073
H 1.536 -9.779 2.783 -0.0113 0.0466 -0.0276 0.067
Cl 6.114 -9.710 6.585 -0.0053 0.0235 -0.0758 0.561
C 5.858 -8.201 7.509 0.1110 0.0888 0.1309 -0.650
C 4.400 -7.844 7.603 -0.0099 0.0356 0.0710 -0.638
Cl 3.728 -7.371 6.019 -0.0548 0.1973 0.3992 0.611
H 6.434 -7.416 7.026 -0.0348 -0.0294 -0.0905 0.070
H 6.261 -8.366 8.506 -0.0371 -0.0703 0.0052 0.045
H 4.273 -6.995 8.273 0.0433 0.0336 -0.0325 0.079
H 3.811 -8.674 7.983 0.0154 -0.0352 -0.0464 0.056
Cl 5.197 -10.307 10.362 -0.0166 0.0177 -0.0143 0.562
C 5.915 -11.762 9.613 -0.0108 -0.1115 -0.0664 -0.659
C 6.761 -12.537 10.588 -0.0135 -0.0816 0.0192 -0.664
Cl 8.242 -11.656 11.037 -0.0043 0.0116 0.0167 0.541
H 6.491 -11.441 8.750 0.0250 0.0679 0.0304 0.022
H 5.088 -12.381 9.267 -0.0212 -0.0010 0.0527 0.076
H 7.073 -13.475 10.131 0.0099 0.0206 -0.0401 0.074
H 6.214 -12.761 11.501 0.0131 0.0578 0.0235 0.067
Cl -4.621 -1.335 0.323 -0.1372 -0.0893 0.0050 0.614
C -6.055 -1.578 -0.704 -0.0854 0.0471 0.0659 -0.639
C -5.678 -1.982 -2.106 -0.0869 -0.0792 -0.0354 -0.649
Cl -4.878 -0.655 -2.993 0.0217 0.0059 -0.0047 0.548
H -6.634 -0.658 -0.698 0.0508 0.0357 -0.0242 0.070
H -6.650 -2.363 -0.241 0.0353 -0.0495 -0.0366 0.074
H -6.574 -2.243 -2.666 -0.0142 0.0454 0.0014 0.072
H -5.005 -2.836 -2.106 0.0765 0.0581 0.0121 0.070
Cl -3.659 5.896 4.694 -0.0346 -0.0333 0.0098 0.549
C -2.795 4.334 4.717 0.1623 0.0066 -0.0140 -0.644
C -3.503 3.271 3.919 0.0774 -0.0581 -0.0583 -0.668
Cl -5.044 2.770 4.671 -0.0369 0.0125 -0.0138 0.533
H -2.672 4.039 5.755 -0.0792 0.0108 0.0132 0.066
H -1.813 4.510 4.282 -0.0337 0.0018 -0.0801 0.074
H -2.875 2.385 3.858 0.0168 0.0101 0.0301 0.072
H -3.719 3.613 2.912 -0.0288 0.0189 0.0255 0.032
```
Forces are in eV/Å.

E_tot ... -11746.1410 hartree
SMILES ... CC(=O)OCCCCC[C@H]1[C@H](C[C@H](C)Cl)C(=O)O[C@@]1(CCCCO)CB(O)O.ClCCCl.ClCCCl.ClCCCl.ClCCCl.ClCCCl.ClCCCl.ClCCCl.ClCCCl.ClCCCl.ClCCCl
HOMO energy ... -9.65 eV
Orbital gap ... 9.52 eV
Multiplicity ... 1
Total charge ... 0

=====

Molecular formula: C2H4P2
Method: DFT, ωB97M-V/def2-TZVPD

Geometry as XYZ:
```
8
Properties=species:S:1:pos:R:3:forces:R:3:lowdin_charge:R:1
C -2.024 0.158 1.902 -4.2111 -1.7322 1.8128 -0.106
C -0.951 0.456 1.532 6.2550 1.3593 -3.0809 -0.317
P 0.535 -0.377 -1.270 -3.4793 -1.4704 0.0556 0.449
P 1.137 0.527 0.545 -3.2676 1.9524 2.4146 0.539
H -2.952 -0.270 2.312 1.0101 0.7749 -0.5277 0.024
H 1.786 -0.571 -1.564 3.3855 -1.2255 -0.3918 -0.221
H 0.711 0.650 -2.126 -0.3617 1.8151 -0.7262 -0.183
H 1.053 -0.636 1.237 0.6691 -1.4734 0.4437 -0.186
```
Forces are in eV/Å.

E_tot ... -761.1304 hartree
ΔE to the lowest compared entry with this formula, charge and spin ... 78.1 kcal/mol
HOMO energy ... -9.56 eV
Orbital gap ... 9.33 eV
Multiplicity ... 1
Total charge ... 0

=====

Molecular formula: C5H20AgClN8O5
Method: DFT, ωB97M-V/def2-TZVPD

Geometry as XYZ:
```
40
Properties=species:S:1:pos:R:3:forces:R:3:lowdin_charge:R:1
Ag 0.727 -0.462 0.837 0.6525 -0.6224 1.4852 0.828
Cl 1.425 -1.029 3.383 -0.4030 0.1672 -1.2240 -0.142
C 3.637 0.395 -0.107 -0.1035 -0.4532 -0.7686 -0.119
O 2.935 -0.785 0.306 -0.0676 0.4136 -0.1691 -0.207
H 2.982 1.166 -0.509 -0.5621 -0.1851 0.6209 0.049
H 4.192 0.774 0.750 0.4451 0.1081 -0.4138 0.094
H 4.164 0.083 -1.012 0.9411 0.3794 0.4395 0.092
H 3.549 -1.514 0.200 -0.1934 -0.2279 0.1995 0.095
C 0.800 2.927 1.296 -0.6421 -0.9772 -0.3057 -0.636
O 0.956 1.710 1.300 0.6639 0.9691 0.2583 -0.067
N 1.535 3.798 2.024 -0.0648 -0.1102 -0.1436 0.178
N -0.153 3.533 0.536 -0.3551 0.9329 -0.1080 0.171
H 1.125 4.709 2.117 0.5509 0.2144 0.4191 0.102
H 2.173 3.424 2.705 -0.1580 0.1322 0.1448 0.121
H -0.742 3.092 -0.145 0.1997 -0.6020 0.2823 0.100
H -0.407 4.479 0.761 0.0177 0.0463 -0.2116 0.099
C -0.483 -3.679 0.295 -0.4031 1.6233 1.7170 -0.646
O -0.057 -2.515 0.233 -0.3978 -1.2340 -1.3089 -0.068
N 0.183 -4.638 0.931 0.3552 -0.4392 -0.2810 0.184
N -1.749 -4.049 -0.029 -0.7197 0.5511 -1.0578 0.165
H 1.094 -4.416 1.292 -0.1282 -0.3983 0.2224 0.125
H -0.325 -5.496 1.028 0.8226 -0.5028 0.3986 0.109
H -2.207 -4.867 0.324 0.2308 -0.1814 0.0168 0.103
H -2.346 -3.404 -0.519 0.1958 0.1240 0.1357 0.104
C -2.661 -0.054 0.806 0.4701 -0.1007 -0.7376 -0.654
O -1.472 -0.194 1.057 -0.8584 0.2072 0.4755 -0.050
N -3.642 -0.434 1.635 -0.2215 -0.1091 0.4139 0.185
N -3.056 0.458 -0.400 0.0063 -0.0451 0.2842 0.173
H -3.361 -0.794 2.531 -0.1970 0.0486 0.0250 0.124
H -4.608 -0.289 1.404 -0.0296 -0.0653 0.2446 0.108
H -4.022 0.572 -0.647 0.1094 0.0555 -0.2220 0.104
H -2.307 0.604 -1.048 -0.1414 0.2797 -0.1832 0.066
C 0.359 0.772 -2.414 0.4020 -0.7363 1.0016 -0.646
O 0.618 0.474 -1.240 -0.5806 0.6423 -1.0639 -0.044
N -0.651 0.213 -3.113 -1.0292 -0.6117 0.0422 0.175
N 1.065 1.676 -3.101 0.5471 0.6253 -0.5745 0.184
H -1.336 -0.325 -2.613 0.3200 -0.3925 -0.0112 0.096
H -0.798 0.301 -4.102 0.1126 0.3082 0.0201 0.113
H 1.049 1.618 -4.105 0.1151 0.3940 -0.0014 0.113
H 1.815 2.167 -2.647 0.0982 -0.2280 -0.0615 0.116
```
Forces are in eV/Å.

E_tot ... -1623.8175 hartree
ΔE to the lowest compared entry with this formula, charge and spin ... 17.6 kcal/mol
HOMO energy (alpha / beta) ... -12.23 / -11.96 eV
Orbital gap (alpha / beta) ... 10.10 / 7.09 eV
Multiplicity ... 2
Total charge ... +1